Entry 1:
DFT (ωB97M-V/def2-TZVPD) results for a 2-piece molecular cluster, C14H34B3N2O4S overall at a distorted geometry.

## Properties
- charge = +1
- LUMO level (eV) = -2.5
- HOMO level (eV) = -11.143

Geometry (Å):
H  -1.667  -1.306  -3.041
C  -1.116  -0.367  -1.171
H  3.421  -3.126  3.221
N  3.287  -2.240  3.679
H  -0.718  -0.218  1.593
B  1.081  -4.481  3.325
C  -2.016  4.117  -3.252
C  1.851  -0.853  2.109
C  0.830  -0.402  3.181
H  1.489  -1.674  1.467
H  -2.955  -0.351  -2.336
B  -0.699  -3.026  2.992
H  -1.192  5.850  -4.234
H  -1.808  3.462  -4.103
S  1.827  -5.901  4.247
H  -2.371  -1.679  2.498
H  -1.669  0.209  -0.426
H  1.072  0.647  3.414
C  -0.644  -0.410  2.685
O  1.439  -4.293  1.956
H  -1.250  5.997  -2.479
H  2.486  -2.255  4.290
C  0.180  0.324  -1.531
C  -1.366  0.818  -3.278
H  -2.149  1.529  -3.508
O  0.294  -4.343  -0.200
C  -1.474  -1.649  3.138
H  -0.756  2.285  -0.552
H  1.702  2.200  -2.681
H  3.983  -1.391  1.939
O  0.191  -3.568  3.932
N  -0.265  1.465  -2.442
H  3.569  -0.202  3.201
H  0.891  -0.954  4.128
H  -1.817  -1.492  4.172
H  3.103  -5.911  3.741
C  -0.674  2.654  -1.574
H  -1.124  0.466  3.151
H  -2.804  2.637  -1.880
H  -2.177  4.065  -1.124
C  0.886  1.866  -3.318
B  0.256  -4.158  1.194
H  0.949  -3.715  -0.503
H  0.159  3.355  -1.576
C  -1.060  5.305  -3.300
C  3.254  -1.144  2.723
O  -0.944  -3.802  1.817
C  -1.976  3.351  -1.928
H  0.729  0.728  -0.682
H  0.552  2.669  -3.972
H  -0.918  0.498  -4.216
H  -0.015  4.988  -3.250
H  -3.034  4.487  -3.395
H  1.198  1.006  -3.904
C  -1.878  -0.389  -2.489
H  0.829  -0.329  -2.115
H  1.991  0.017  1.435
H  -0.958  -1.366  -0.767

Forces on atoms 1 to 6 (eV/Å):
H 0.01 0.03 0.03
C -0.10 -0.06 0.15
H -0.13 -0.15 0.02
N 0.37 0.47 -0.03
H 0.22 -0.40 0.49
B 1.10 0.34 -0.05

Formally, the Löwdin partial charges of the atoms, in units of the elementary charge, are as follows:
1 H 0.125
2 C -0.151
3 H 0.052
4 N 0.025
5 H 0.084
6 B -0.872
7 C -0.254
8 C -0.188
9 C -0.191
10 H 0.098
11 H 0.125
12 B -0.471
13 H 0.083
14 H 0.094
15 S 0.844
16 H 0.112
17 H 0.112
18 H 0.116
19 C -0.190
20 O 0.197
21 H 0.085
22 H 0.054
23 C -0.100
24 C -0.079
25 H 0.105
26 O 0.183
27 C -0.048
28 H 0.126
29 H 0.116
30 H 0.114
31 O 0.225
32 N -0.234
33 H 0.111
34 H 0.113
35 H 0.120
36 H -0.105
37 C -0.097
38 H 0.109
39 H 0.116
40 H 0.133
41 C 0.023
42 B -0.695
43 H 0.091
44 H 0.129
45 C -0.094
46 C -0.258
47 O 0.286
48 C -0.182
49 H 0.126
50 H 0.106
51 H 0.135
52 H 0.062
53 H 0.119
54 H 0.110
55 C -0.122
56 H 0.143
57 H 0.099
58 H 0.125

---

Entry 2:
DFT (ωB97M-V/def2-TZVPD) results for C14H34Cl2CrFN3O7P as an isolated structure at a distorted geometry.

## Properties
- charge = 0
- LUMO level (alpha / beta) (eV) = 0.4 / 0.3
- <S²> = 8.75
- spin multiplicity = 6
- HOMO level (alpha / beta) (eV) = -4.347 / -8.634

Geometry (Å):
C  3.252  -0.957  4.202
Cl  -3.965  3.620  -0.006
C  3.662  -1.543  -2.639
H  0.996  2.823  -3.252
O  1.494  0.034  -1.695
O  1.328  -3.158  1.584
H  4.177  -1.352  4.622
H  5.593  -2.739  2.439
O  2.432  -1.887  3.484
H  -0.208  5.272  1.006
H  -3.859  1.265  0.151
C  -4.346  1.756  -2.009
C  -0.071  -2.939  1.821
O  2.219  -0.750  1.158
H  -2.716  -0.884  3.735
H  -2.258  -0.967  0.733
H  -0.291  -2.107  2.491
P  2.509  -2.032  1.884
H  3.937  -0.931  -1.780
H  -0.340  -0.165  -3.461
C  -3.337  -0.392  2.986
C  0.253  3.448  -1.358
O  -4.909  -1.944  2.153
H  4.289  -1.171  -3.449
H  0.073  5.397  -1.766
H  -2.878  -3.371  0.081
Cl  -3.669  2.806  -3.330
H  1.959  -2.483  -3.498
H  -2.574  1.934  -0.839
H  -4.172  0.735  -2.349
H  2.776  -0.491  5.064
H  1.315  4.557  0.860
H  5.795  -2.280  0.770
O  0.295  2.548  -0.533
N  0.297  4.732  -1.040
H  -0.454  -2.773  0.814
C  0.623  5.192  0.306
N  2.265  -1.660  -2.999
H  3.713  -0.175  3.598
H  -4.436  -2.548  -0.349
H  -0.693  -1.427  -2.109
C  -3.370  -2.428  -0.156
H  -0.536  3.876  -3.334
C  -0.086  -1.094  -2.951
H  4.001  -2.538  -2.353
H  -4.133  0.185  3.457
F  -0.775  -0.090  0.341
H  -5.397  2.043  -2.038
C  -3.649  1.959  -0.662
H  -2.628  0.333  2.587
H  -2.888  -1.948  -1.008
N  -3.136  -1.455  0.843
O  3.882  -2.806  1.559
C  5.138  -2.164  1.632
C  -3.854  -1.369  1.971
C  0.016  3.073  -2.846
H  1.049  6.195  0.307
H  -0.558  -3.853  2.158
H  -0.033  -1.931  -3.646
H  5.116  -1.092  1.828
H  -0.648  2.211  -2.913
Cr  1.081  0.783  0.226
C  1.331  -0.882  -2.482

Forces on atoms 1 to 6 (eV/Å):
C 1.36 0.78 0.25
Cl -0.05 -0.30 -0.12
C 1.01 -0.80 0.15
H -0.17 0.20 -0.38
O 1.55 0.17 -0.46
O 3.34 0.96 1.04

Formally, the Löwdin partial charges of the atoms, in units of the elementary charge, are as follows:
1 C -0.104
2 Cl 0.502
3 C -0.056
4 H 0.089
5 O -0.054
6 O -0.224
7 H 0.082
8 H 0.097
9 O -0.196
10 H 0.084
11 H 0.061
12 C -0.598
13 C -0.087
14 O -0.330
15 H 0.078
16 H 0.052
17 H 0.092
18 P 0.532
19 H 0.086
20 H 0.090
21 C -0.007
22 C -0.508
23 O 0.032
24 H 0.083
25 H 0.143
26 H 0.080
27 Cl 0.507
28 H 0.142
29 H 0.042
30 H 0.065
31 H 0.094
32 H 0.083
33 H 0.089
34 O -0.082
35 N 0.043
36 H 0.072
37 C -0.056
38 N 0.037
39 H 0.080
40 H 0.087
41 H 0.077
42 C -0.085
43 H 0.066
44 C 0.033
45 H 0.084
46 H 0.082
47 F -0.541
48 H 0.059
49 C -0.608
50 H 0.068
51 H 0.072
52 N -0.012
53 O -0.202
54 C -0.105
55 C -0.582
56 C 0.017
57 H 0.081
58 H 0.092
59 H 0.072
60 H 0.089
61 H 0.050
62 Cr 0.514
63 C -0.540

---

Entry 3:
DFT (ωB97M-V/def2-TZVPD) results for C14H34FeHgN4O8Rb as an isolated structure at a distorted geometry.

## Properties
- charge = +1
- LUMO level (alpha / beta) (eV) = -3.3 / -3.3
- <S²> = 6.01
- spin multiplicity = 5
- HOMO level (alpha / beta) (eV) = -9.836 / -9.825

Geometry (Å):
H  -3.612  -1.698  -3.506
C  1.948  -4.225  1.728
H  -0.780  4.663  -3.006
H  3.728  -2.240  2.229
H  0.295  3.498  -3.580
N  1.705  -2.833  2.111
H  -1.301  2.934  -3.449
C  0.764  3.852  -0.940
H  -0.314  -1.312  -3.153
C  0.786  3.432  4.598
C  2.086  -1.320  -3.829
H  2.842  -2.367  3.789
H  1.740  3.933  -1.418
C  -0.589  3.591  -2.950
H  2.901  -0.867  -1.116
C  0.998  1.771  2.636
H  1.055  2.687  5.348
H  3.497  -2.426  -1.748
C  -0.620  1.824  -1.194
H  2.540  -0.329  -3.848
O  -1.485  1.120  -1.735
C  -4.353  -1.669  -2.707
Hg  -3.465  0.488  -0.709
H  2.621  -0.993  2.843
H  -0.098  1.625  -0.245
O  -0.533  -2.956  1.600
Fe  -2.214  -2.464  -0.018
O  -3.322  -3.141  1.536
H  1.710  1.002  2.937
H  1.252  -1.322  -4.530
H  0.421  4.886  -0.967
H  2.689  -2.065  -4.349
H  2.255  -2.415  -0.569
H  -6.409  -0.768  -2.640
H  2.592  -4.259  0.849
C  2.783  -2.066  2.743
H  -0.299  3.534  4.587
H  -5.611  -0.464  -4.016
O  -2.093  -0.596  0.674
O  -0.301  -1.965  -1.159
C  2.614  -1.867  -1.440
C  2.503  3.699  2.733
O  -3.575  -1.846  -1.546
H  -4.915  -2.568  -2.960
H  2.855  3.311  1.764
H  -4.279  -3.257  1.692
O  3.102  4.523  3.361
H  2.279  -4.876  2.537
C  0.502  -2.308  1.958
H  0.847  3.584  0.113
N  1.374  3.073  3.252
H  -1.191  -0.492  1.034
H  0.536  -1.213  2.071
H  0.966  1.931  1.558
N  -0.181  2.986  -1.686
C  -5.396  -0.508  -2.948
H  -0.038  1.547  2.888
Rb  -2.574  -0.989  3.614
H  1.071  -4.713  1.301
N  1.580  -1.656  -2.474
C  0.211  -1.622  -2.237
H  0.997  4.451  4.922
O  -5.098  0.731  -2.334

Forces on atoms 1 to 6 (eV/Å):
H 0.07 0.78 -0.60
C -0.30 -0.45 -0.69
H -0.64 -0.22 0.90
H -0.07 -0.03 0.10
H 0.24 0.03 -0.29
N 0.27 -0.17 0.08

Formally, the Löwdin partial charges of the atoms, in units of the elementary charge, are as follows:
1 H 0.089
2 C -0.012
3 H 0.101
4 H 0.101
5 H 0.094
6 N -0.161
7 H 0.098
8 C -0.025
9 H 0.149
10 C -0.023
11 C -0.045
12 H 0.098
13 H 0.097
14 C -0.019
15 H 0.091
16 C -0.058
17 H 0.086
18 H 0.096
19 C -0.301
20 H 0.090
21 O -0.112
22 C -0.346
23 Hg 1.225
24 H 0.065
25 H 0.120
26 O -0.084
27 Fe 0.795
28 O -0.502
29 H 0.069
30 H 0.082
31 H 0.095
32 H 0.094
33 H 0.057
34 H 0.089
35 H 0.089
36 C -0.019
37 H 0.075
38 H 0.101
39 O -0.557
40 O -0.048
41 C -0.025
42 C -0.344
43 O -0.420
44 H 0.097
45 H 0.133
46 H -0.038
47 O 0.055
48 H 0.104
49 C -0.297
50 H 0.060
51 N -0.168
52 H -0.060
53 H 0.123
54 H 0.044
55 N -0.156
56 C -0.347
57 H 0.078
58 Rb 0.894
59 H 0.097
60 N -0.155
61 C -0.228
62 H 0.089
63 O -0.367